No. 1
This record from the OMol25 dataset describes a structure of composition C13H32BN4NaO8Se. The level of theory is ωB97M-V with the def2-TZVPD basis set.

HOMO level in eV: -2.46
Frontier orbital gap in Ha: 0.2320
Total charge: -2
Energy above the lowest of the compared OMol25 structures with the same formula, charge and spin in kcal/mol: 0.7

Atoms and positions in Å:
Na1 1.997 0.667 0.113
C1 -0.356 -2.623 2.058
C2 1.073 -2.111 2.072
O1 1.151 -0.703 2.099
C3 0.834 -0.097 3.332
C4 0.258 1.288 3.113
O2 -0.935 1.329 2.341
C5 -2.007 0.567 2.811
C6 -3.145 0.667 1.808
O3 -2.814 0.223 0.514
C7 -3.113 -1.119 0.194
C8 -2.439 -2.160 1.067
O4 -1.061 -1.932 1.060
H1 -0.853 -2.476 3.031
H2 -0.339 -3.706 1.864
H3 1.573 -2.412 1.155
H4 1.605 -2.558 2.925
H5 1.745 0.030 3.932
H6 0.150 -0.732 3.908
H7 0.998 1.888 2.572
H8 0.081 1.742 4.100
H9 -2.367 0.949 3.785
H10 -1.723 -0.477 2.949
H11 -3.424 1.719 1.706
H12 -4.018 0.122 2.202
H13 -2.779 -1.253 -0.836
H14 -4.201 -1.289 0.244
H15 -2.685 -3.156 0.666
H16 -2.830 -2.122 2.098
N1 0.136 2.531 -0.172
C9 -0.776 2.537 -1.298
C10 -0.049 2.214 -2.596
N2 0.674 0.959 -2.509
C11 0.636 0.100 -3.666
C12 -0.668 -0.706 -3.677
N3 -0.891 -1.492 -2.465
H17 -0.374 2.520 0.700
H18 0.800 3.310 -0.176
H19 -1.314 3.493 -1.433
H20 -1.527 1.757 -1.125
H21 0.624 3.043 -2.861
H22 -0.798 2.140 -3.393
H23 1.609 1.116 -2.155
H24 1.479 -0.591 -3.595
H25 0.734 0.646 -4.623
H26 -0.691 -1.367 -4.549
H27 -1.509 -0.013 -3.793
H28 -0.671 -0.873 -1.684
H29 -0.166 -2.203 -2.400
B1 2.717 -4.165 -1.825
C13 2.414 -2.680 -1.331
N4 2.143 -1.631 -0.928
H30 2.675 -4.892 -0.844
H31 3.817 -4.198 -2.345
H32 1.847 -4.477 -2.624
O5 2.464 4.414 0.007
Se1 3.409 3.095 0.268
O6 4.960 3.485 0.558
O7 2.771 2.225 1.539
O8 3.272 2.068 -1.028

Atom charges from the natural (NBO) analysis, given in e for atoms 1 to 5:
1 Na 0.89
2 C -0.08
3 C -0.09
4 O -0.53
5 C -0.09


No. 2
This record from the OMol25 dataset describes the molecule C4H6N2O. The level of theory is ωB97M-V with the def2-TZVPD basis set.

HOMO level (alpha / beta) in eV: -7.82 / -7.82
Frontier orbital gap (alpha / beta) in Ha: 0.2689 / 0.2688
Total charge: 0
Energy above the lowest of the compared OMol25 structures with the same formula, charge and spin in kcal/mol: 142.9
SMILES: CC(C)=C=NN=O

Atoms and positions in Å:
C1 -1.006 -0.700 -0.492
C2 0.251 -0.696 0.277
C3 0.999 0.641 0.496
C4 0.945 -1.844 0.578
N1 1.570 -2.764 0.936
N2 2.181 -4.013 1.461
O1 1.561 -5.018 1.251
H1 -0.959 -0.050 -1.419
H2 -1.601 -1.582 -0.685
H3 -1.654 0.089 -0.085
H4 0.312 1.166 1.273
H5 0.860 1.313 -0.363
H6 2.058 0.404 0.654

Atom charges from the natural (NBO) analysis, given in e for atoms 1 to 5:
1 C -0.64
2 C -0.19
3 C -0.62
4 C 0.43
5 N -0.35


No. 3
This record from the OMol25 dataset describes a cluster of 10 separate species, C21H61O10S9 in total. The level of theory is ωB97M-V with the def2-TZVPD basis set.

HOMO level in eV: -5.13
Frontier orbital gap in Ha: 0.2505
Total charge: -1
Energy above the lowest of the compared OMol25 structures with the same formula, charge and spin in kcal/mol: 0.0

Atoms and positions in Å:
C1 16.029 -17.077 3.298
C2 16.164 -15.564 3.701
C3 17.552 -15.276 4.371
O1 15.983 -14.730 2.618
H1 16.824 -17.320 2.605
H2 15.079 -17.280 2.722
H3 16.162 -17.768 4.123
H4 15.370 -15.443 4.458
H5 17.588 -14.286 4.825
H6 18.269 -15.311 3.563
H7 17.872 -16.074 5.057
C4 12.638 -21.432 1.298
S1 13.024 -20.363 2.684
O2 12.169 -20.814 3.868
C5 14.662 -21.032 3.042
H8 11.559 -21.154 1.134
H9 12.726 -22.494 1.580
H10 13.252 -21.238 0.426
H11 14.502 -22.055 2.610
H12 14.862 -21.170 4.101
H13 15.492 -20.522 2.540
C6 13.092 -12.904 2.745
S2 12.932 -14.033 1.256
O3 11.764 -13.577 0.481
C7 14.433 -13.423 0.461
H14 13.335 -11.880 2.479
H15 13.882 -13.299 3.373
H16 12.099 -12.958 3.265
H17 14.317 -12.380 0.303
H18 14.493 -13.907 -0.469
H19 15.277 -13.681 1.109
C8 20.036 -20.157 4.726
S3 19.090 -18.751 5.118
O4 18.205 -19.179 6.240
C9 20.439 -17.724 5.813
H20 20.779 -19.844 4.010
H21 19.378 -20.914 4.263
H22 20.442 -20.450 5.668
H23 20.221 -17.629 6.878
H24 20.425 -16.729 5.376
H25 21.392 -18.227 5.657
C10 19.144 -13.146 0.421
S4 18.244 -14.300 -0.537
O5 19.117 -14.643 -1.703
C11 18.197 -15.676 0.651
H26 20.138 -13.474 0.444
H27 18.738 -13.017 1.415
H28 19.152 -12.151 -0.012
H29 19.116 -15.635 1.224
H30 18.216 -16.541 0.117
H31 17.339 -15.374 1.276
C12 15.307 -17.084 0.037
S5 13.895 -17.865 -0.581
O6 14.420 -19.305 -0.902
C13 13.914 -17.114 -2.239
H32 15.568 -17.834 0.848
H33 15.108 -16.136 0.559
H34 15.995 -16.945 -0.792
H35 14.865 -17.398 -2.693
H36 13.790 -16.023 -1.999
H37 13.071 -17.533 -2.738
C14 19.046 -11.349 4.838
S6 18.351 -10.119 3.687
O7 19.173 -10.265 2.408
C15 16.823 -10.942 3.345
H38 19.070 -12.321 4.284
H39 18.442 -11.518 5.679
H40 19.979 -10.915 5.120
H41 16.126 -10.698 4.197
H42 16.869 -11.976 3.247
H43 16.433 -10.507 2.411
C16 15.152 -16.816 9.392
S7 16.934 -16.612 9.423
O8 17.231 -16.372 10.862
C17 17.409 -18.209 9.090
H44 14.619 -16.417 8.545
H45 14.746 -16.300 10.261
H46 14.949 -17.866 9.370
H47 16.950 -18.836 9.850
H48 18.507 -18.194 9.249
H49 17.323 -18.607 8.082
C18 16.564 -12.851 8.392
S8 15.434 -11.872 7.381
O9 16.354 -11.008 6.550
C19 14.832 -13.168 6.262
H50 16.063 -13.761 8.738
H51 16.787 -12.151 9.171
H52 17.310 -13.109 7.664
H53 14.142 -12.690 5.550
H54 14.279 -13.925 6.712
H55 15.643 -13.631 5.693
C20 13.508 -17.866 5.624
S9 12.358 -16.600 6.329
O10 13.031 -15.687 7.314
C21 12.130 -15.777 4.655
H56 12.894 -18.621 5.028
H57 14.025 -18.365 6.463
H58 14.162 -17.247 5.025
H59 12.995 -15.219 4.324
H60 11.238 -15.119 4.785
H61 11.801 -16.574 3.917

Atom charges from the Löwdin analysis, given in e for atoms 1 to 5:
1 C -0.09
2 C -0.59
3 C -0.05
4 O -0.33
5 H 0.05


No. 4
This record from the OMol25 dataset describes a cluster of 3 separate species, C3H14NO2 in total. The level of theory is ωB97M-V with the def2-TZVPD basis set.

HOMO level in eV: -15.96
Frontier orbital gap in Ha: 0.4849
Total charge: +1
Energy above the lowest of the compared OMol25 structures with the same formula, charge and spin in kcal/mol: 29.4

Atoms and positions in Å:
C1 2.389 -0.200 0.148
C2 1.162 -0.072 1.085
N1 -0.080 -0.104 0.180
C3 -1.452 -0.097 0.733
H1 2.156 -0.460 -0.909
H2 3.066 -1.028 0.445
H3 3.024 0.676 0.058
H4 1.244 0.803 1.598
H5 1.075 -0.989 1.636
H6 -0.037 0.694 -0.389
H7 -0.159 -0.902 -0.466
H8 -1.365 0.541 1.567
H9 -2.118 0.499 0.174
H10 -1.793 -1.113 1.050
H11 -1.814 -2.255 -1.741
H12 -0.661 -3.169 -1.675
O1 -0.936 -2.256 -1.457
H13 -1.448 3.139 0.013
H14 -0.330 3.450 -0.758
O2 -0.674 2.639 -0.251

Atom charges from the natural (NBO) analysis, given in e for atoms 1 to 5:
1 C -0.66
2 C -0.20
3 N -0.52
4 C -0.43
5 H 0.22


No. 5
This record from the OMol25 dataset describes a structure of composition C2H6ClO2Zn2. The level of theory is ωB97M-V with the def2-TZVPD basis set.

HOMO level in eV: -19.58
Frontier orbital gap in Ha: 0.0922
Total charge: +3
Energy above the lowest of the compared OMol25 structures with the same formula, charge and spin in kcal/mol: 133.2

Atoms and positions in Å:
Zn1 15.573 9.908 5.612
Zn2 16.333 14.258 4.047
Cl1 15.954 12.534 5.646
C1 18.418 12.302 8.844
C2 17.762 11.581 10.017
O1 18.541 11.469 11.267
O2 19.417 11.505 8.257
H1 18.515 13.327 9.203
H2 17.638 12.318 8.083
H3 17.384 10.610 9.699
H4 16.881 12.187 10.228
H5 18.217 10.719 11.771
H6 19.046 10.677 7.942

Atom charges from the natural (NBO) analysis, given in e for atoms 1 to 5:
1 Zn 1.25
2 Zn 1.62
3 Cl -0.66
4 C -0.08
5 C -0.09


No. 6
This record from the OMol25 dataset describes the molecule C20H33N3O4S. The level of theory is ωB97M-V with the def2-TZVPD basis set.

HOMO level in eV: -8.64
Frontier orbital gap in Ha: 0.3352
Total charge: 0
Energy above the lowest of the compared OMol25 structures with the same formula, charge and spin in kcal/mol: 13.2
SMILES: CCNS(=O)(=O)CC(=O)N(C)C[C@H](C)NC(=O)C[C@H](C)c1ccc(CC)cc1

Atoms and positions in Å:
C1 -4.357 0.427 3.706
C2 -4.231 0.053 2.240
N1 -4.457 1.190 1.339
S1 -3.262 2.220 0.954
O1 -3.853 3.528 0.889
O2 -2.110 1.969 1.771
C3 -2.807 1.870 -0.738
C4 -2.204 0.490 -0.947
O3 -2.444 -0.409 -0.160
N2 -1.453 0.304 -2.067
C5 -1.237 1.295 -3.106
C6 -0.980 -1.041 -2.360
C7 0.548 -1.152 -2.519
C8 0.938 -1.424 -3.967
N3 1.024 -2.210 -1.629
C9 2.349 -2.388 -1.365
O4 3.231 -1.861 -2.019
C10 2.656 -3.247 -0.154
C11 3.496 -2.445 0.857
C12 3.643 -3.222 2.162
C13 2.907 -1.065 1.064
C14 1.597 -0.887 1.499
C15 1.039 0.380 1.595
C16 1.787 1.511 1.276
C17 1.165 2.882 1.290
C18 0.744 3.300 -0.120
C19 3.104 1.334 0.867
C20 3.653 0.067 0.755
H1 -4.213 -0.454 4.333
H2 -3.606 1.169 3.976
H3 -5.345 0.837 3.927
H4 -3.244 -0.339 2.011
H5 -4.952 -0.718 1.964
H6 -5.316 1.706 1.477
H7 -3.717 1.976 -1.331
H8 -2.136 2.687 -0.992
H9 -1.876 2.161 -2.974
H10 -0.198 1.629 -3.128
H11 -1.477 0.854 -4.076
H12 -1.335 -1.667 -1.545
H13 -1.468 -1.386 -3.278
H14 1.011 -0.214 -2.192
H15 0.583 -0.615 -4.608
H16 2.016 -1.506 -4.063
H17 0.479 -2.356 -4.306
H18 0.387 -2.519 -0.914
H19 1.735 -3.597 0.321
H20 3.215 -4.126 -0.481
H21 4.483 -2.307 0.410
H22 4.286 -2.686 2.861
H23 2.673 -3.362 2.643
H24 4.076 -4.208 1.982
H25 0.990 -1.750 1.757
H26 0.007 0.499 1.908
H27 0.292 2.882 1.941
H28 1.877 3.609 1.689
H29 0.204 4.249 -0.114
H30 1.612 3.400 -0.775
H31 0.098 2.531 -0.549
H32 3.705 2.202 0.616
H33 4.669 -0.052 0.397

Atom charges from the natural (NBO) analysis, given in e for atoms 1 to 5:
1 C -0.62
2 C -0.22
3 N -0.89
4 S 2.35
5 O -0.95